{"formula": "C10H13OP", "method": "ωB97M-V/def2-TZVPD", "relative_energy_ev": 1.094, "lumo_energy_ha": -0.0230, "charge": 0, "max_force_ev_per_a": 4.4, "mol_weight_g_mol": 180.19, "e_homo_ev": -8.684, "total_energy_ev": -21914.58585, "symbols": ["C", "C", "C", "C", "C", "C", "C", "C", "C", "C", "O", "P", "H", "H", "H", "H", "H", "H", "H", "H", "H", "H", "H", "H", "H"], "coordinates": [[1.26043, 2.57207, -1.96667], [0.32194, 1.73915, -2.44430], [1.44832, 2.53541, -0.54147], [-0.45312, 0.85970, -1.59056], [0.79126, 1.67240, 0.29628], [-0.19398, 0.85280, -0.19488], [0.45297, -2.06315, -0.23945], [-0.72416, -2.30582, 1.96156], [-0.87477, -0.19625, 0.64903], [0.04642, -1.38337, 1.03984], [-2.36544, 1.82070, 1.68547], [-1.83847, 0.55436, 2.16431], [1.77933, 3.18545, -2.67475], [0.24705, 1.40930, -3.42816], [2.16429, 3.31081, -0.19842], [-1.11592, 0.15349, -2.13277], [1.07629, 1.54943, 1.40830], [-0.20233, -2.81952, -0.72954], [0.74947, -1.28023, -0.93502], [1.36273, -2.56646, -0.22963], [-1.75763, -2.53537, 1.76259], [-0.22833, -3.28370, 1.91099], [-0.81538, -1.96707, 2.99012], [-2.00725, -0.75718, -0.12611], [0.87627, -1.05692, 1.56326]]}



{"formula": "C28H54N6P", "method": "ωB97M-V/def2-TZVPD", "lumo_energy_ha": -0.1135, "charge": 1, "max_force_ev_per_a": 1.4, "mol_weight_g_mol": 505.76, "e_homo_ev": -12.562, "total_energy_ev": -48132.96887, "symbols": ["C", "C", "C", "C", "P", "H", "H", "H", "H", "H", "H", "H", "H", "H", "H", "H", "H", "C", "C", "C", "C", "N", "H", "H", "H", "H", "H", "H", "H", "C", "C", "C", "C", "N", "H", "H", "H", "H", "H", "H", "H", "C", "C", "C", "C", "N", "H", "H", "H", "H", "H", "H", "H", "C", "C", "C", "C", "N", "H", "H", "H", "H", "H", "H", "H", "C", "C", "C", "C", "N", "H", "H", "H", "H", "H", "H", "H", "C", "C", "C", "C", "N", "H", "H", "H", "H", "H", "H", "H"], "coordinates": [[-0.22296, -2.40195, -3.29382], [-1.00462, -1.24859, -2.56493], [-0.85596, 0.02235, -3.48514], [-2.49306, -1.66690, -2.32447], [-3.36787, -1.60114, -3.98731], [0.79829, -2.01751, -3.44628], [-0.20929, -3.33474, -2.71077], [-0.69609, -2.58528, -4.27551], [-0.56681, -1.05259, -1.57028], [0.02221, 0.57693, -3.12283], [-1.76012, 0.65427, -3.51869], [-0.61067, -0.31165, -4.51198], [-2.60304, -2.68336, -1.90191], [-3.01530, -1.00052, -1.61018], [-4.14952, -2.77332, -4.16610], [-2.45785, -1.55235, -5.06571], [-4.16216, -0.43239, -4.01172], [1.69005, 0.55512, 1.61261], [0.79159, 1.43573, 0.75527], [-0.58405, 1.67663, 1.37542], [-1.36756, 0.44615, 1.46700], [-1.99140, -0.51628, 1.52190], [1.27489, -0.44989, 1.72669], [2.66996, 0.45643, 1.15009], [1.82542, 0.98512, 2.60794], [0.68313, 0.98309, -0.23488], [1.27860, 2.40112, 0.61030], [-1.13024, 2.39688, 0.76105], [-0.47626, 2.12303, 2.36621], [6.21537, -1.92918, 2.19550], [6.66355, -2.14083, 0.75466], [6.70051, -0.84147, -0.05266], [5.36326, -0.27354, -0.21820], [4.31559, 0.17931, -0.33404], [5.18943, -1.55661, 2.24398], [6.25293, -2.87067, 2.74249], [6.86498, -1.21592, 2.70698], [6.00204, -2.86421, 0.27165], [7.66394, -2.57885, 0.75730], [7.12637, -1.03876, -1.03897], [7.35376, -0.11380, 0.43328], [-1.64049, -4.07197, 3.31414], [-1.08736, -4.31558, 1.91560], [0.28068, -5.00602, 1.91794], [1.33128, -4.17271, 2.50658], [2.15391, -3.52062, 2.97060], [-1.00690, -3.38743, 3.88054], [-2.63460, -3.62852, 3.25283], [-1.72106, -5.00736, 3.87225], [-1.02849, -3.36344, 1.38117], [-1.79195, -4.94657, 1.36681], [0.56245, -5.24657, 0.89012], [0.21982, -5.95335, 2.45780], [-3.83463, 4.55250, -1.72857], [-3.55564, 5.00055, -0.29711], [-2.30065, 5.86818, -0.16942], [-1.07990, 5.12972, -0.49555], [-0.12336, 4.55211, -0.75869], [-3.03579, 3.91239, -2.10926], [-4.76493, 3.98307, -1.76880], [-3.93353, 5.40349, -2.39348], [-3.46967, 4.12138, 0.34787], [-4.41094, 5.57617, 0.06376], [-2.22392, 6.23763, 0.85560], [-2.38159, 6.74460, -0.81570], [-7.78720, 6.85142, -4.33030], [-6.69699, 7.77034, -4.86938], [-5.73021, 7.06212, -5.82194], [-4.94349, 6.02791, -5.14787], [-4.32785, 5.21544, -4.61944], [-7.36701, 6.04567, -3.72463], [-8.47692, 7.41397, -3.70039], [-8.36187, 6.40484, -5.14440], [-6.14609, 8.20770, -4.03348], [-7.16797, 8.59629, -5.40633], [-5.04636, 7.79741, -6.25143], [-6.28103, 6.61931, -6.65439], [5.67517, -5.84847, 7.05077], [4.95908, -4.95950, 6.04040], [5.29115, -5.31148, 4.58872], [6.69709, -5.06165, 4.26409], [7.80027, -4.86719, 4.01157], [6.75830, -5.72591, 6.99332], [5.36615, -5.59153, 8.06465], [5.43980, -6.90172, 6.88303], [5.20686, -3.91423, 6.23804], [3.88099, -5.06297, 6.18297], [4.66472, -4.71084, 3.92338], [5.04956, -6.35842, 4.39203]]}



{"formula": "C19H54O8", "method": "ωB97M-V/def2-TZVPD", "relative_energy_ev": 4.051, "lumo_energy_ha": 0.0118, "charge": 0, "max_force_ev_per_a": 2.9, "mol_weight_g_mol": 410.63, "e_homo_ev": -10.160, "total_energy_ev": -36954.26161, "symbols": ["C", "C", "C", "O", "H", "H", "H", "H", "H", "H", "H", "H", "C", "C", "C", "O", "H", "H", "H", "H", "H", "H", "H", "H", "C", "C", "C", "O", "H", "H", "H", "H", "H", "H", "H", "H", "C", "C", "O", "H", "H", "H", "H", "H", "H", "C", "C", "O", "H", "H", "H", "H", "H", "H", "C", "C", "O", "H", "H", "H", "H", "H", "H", "C", "C", "O", "H", "H", "H", "H", "H", "H", "C", "C", "O", "H", "H", "H", "H", "H", "H"], "coordinates": [[5.76266, -16.72704, 10.61088], [6.82083, -16.26787, 9.55126], [7.54958, -17.27618, 8.67755], [6.10836, -15.31626, 8.73261], [5.07947, -15.92849, 10.90012], [6.34226, -17.11099, 11.45037], [5.02440, -17.46939, 10.30757], [7.56792, -15.74472, 10.14815], [7.93735, -18.04775, 9.34270], [8.51928, -16.99360, 8.26777], [6.87822, -17.91331, 8.10184], [6.72419, -15.00156, 8.06678], [2.04337, -10.20140, 1.89139], [3.39672, -10.80213, 1.42026], [4.29570, -9.81190, 0.70535], [4.15874, -11.09984, 2.56310], [1.76432, -9.41686, 1.18803], [2.05895, -9.90434, 2.94001], [1.30891, -10.98779, 1.71742], [3.20701, -11.70060, 0.83300], [3.95448, -9.53245, -0.29143], [5.35242, -10.06716, 0.62600], [4.37233, -8.87344, 1.25445], [3.55101, -11.24830, 3.29127], [14.29881, -10.63700, 10.51553], [13.09809, -10.90448, 9.67696], [12.04114, -9.84224, 9.64472], [13.57374, -10.98302, 8.27842], [14.85462, -9.76885, 10.16129], [14.96247, -11.50149, 10.53355], [13.94074, -10.31605, 11.49373], [12.64185, -11.85128, 9.96594], [11.14395, -10.06672, 10.22157], [11.71521, -9.67407, 8.61827], [12.42613, -8.84213, 9.84387], [12.84417, -10.70580, 7.71941], [11.65218, -12.31018, -8.19403], [12.23837, -12.45959, -6.79315], [12.51734, -11.19910, -6.24001], [12.28232, -11.81208, -8.93086], [10.76910, -11.67757, -8.10422], [11.52932, -13.30325, -8.62626], [13.07398, -13.14081, -6.95377], [11.43987, -13.02842, -6.31679], [13.45336, -11.02829, -6.36763], [12.25578, -6.24108, 1.87579], [10.79711, -6.47813, 1.64301], [9.99020, -5.33400, 1.93967], [12.38270, -5.67006, 2.79553], [12.67216, -5.63321, 1.07253], [12.92425, -7.09999, 1.93519], [10.48964, -7.26999, 2.32604], [10.70042, -6.92848, 0.65512], [9.32760, -5.67699, 2.54376], [18.58238, -17.20683, 5.00340], [17.34073, -16.45554, 5.52290], [17.78337, -15.78363, 6.69470], [19.40828, -16.54412, 4.74492], [18.37092, -17.81869, 4.12647], [18.93243, -17.82857, 5.82741], [16.47830, -17.09023, 5.72659], [17.04074, -15.78135, 4.72068], [17.24424, -14.98945, 6.67934], [10.83210, -15.03657, 1.42424], [10.62509, -13.58511, 1.91581], [9.99079, -13.61172, 3.15195], [10.93483, -15.07600, 0.33981], [10.03825, -15.72294, 1.71887], [11.72664, -15.47809, 1.86351], [10.01336, -13.10436, 1.15243], [11.62290, -13.14954, 1.86327], [9.09398, -13.39667, 2.88532], [14.41376, -19.27256, -5.33703], [15.38483, -19.75590, -6.38450], [15.26191, -18.93804, -7.53389], [14.63714, -19.85559, -4.44357], [13.36226, -19.49864, -5.51410], [14.55781, -18.21166, -5.13249], [15.09595, -20.74569, -6.73799], [16.43293, -19.75359, -6.08521], [15.90790, -19.21457, -8.18798]]}



{"formula": "C6H31NO10", "method": "ωB97M-V/def2-TZVPD", "relative_energy_ev": 1.862, "lumo_energy_ha": 0.0079, "charge": 0, "max_force_ev_per_a": 3.5, "mol_weight_g_mol": 277.31, "e_homo_ev": -10.038, "total_energy_ev": -28689.74942, "symbols": ["C", "C", "C", "C", "C", "N", "C", "O", "H", "H", "H", "H", "H", "H", "H", "H", "H", "H", "H", "H", "H", "O", "H", "H", "O", "H", "H", "O", "H", "H", "O", "H", "H", "O", "H", "H", "O", "H", "H", "O", "H", "H", "O", "H", "H", "O", "H", "H"], "coordinates": [[2.17114, 3.88833, 1.96813], [1.01987, 3.12241, 1.35041], [-0.23384, 3.94533, 1.02285], [1.51132, 2.38913, 0.09777], [0.95311, 1.01366, -0.20839], [1.35841, 0.03137, 0.85846], [2.60319, -0.56027, 0.87674], [2.81270, -1.37436, 1.76306], [3.00637, 3.18322, 2.00363], [2.68105, 4.72434, 1.49134], [1.95314, 4.21729, 2.98818], [0.71796, 2.31632, 2.05824], [-0.70495, 4.62553, 1.66287], [-1.04569, 3.26849, 0.64019], [0.07851, 4.72322, 0.21127], [1.64602, 3.00523, -0.78159], [2.64198, 2.28757, 0.13864], [-0.12138, 0.93131, -0.06057], [1.19252, 0.59411, -1.21874], [0.81942, -0.15593, 1.70154], [3.33346, -0.27696, 0.08268], [0.94235, -2.40416, 3.32040], [1.68542, -2.50345, 2.69991], [1.08336, -2.95516, 4.09229], [-2.72086, -1.93430, 0.49677], [-2.49278, -2.15401, -0.41996], [-2.61218, -2.83548, 0.85206], [-0.44767, -2.48497, -1.13500], [0.25543, -1.94020, -0.75951], [-0.02171, -3.02128, -1.82751], [-4.09868, 0.77688, -1.06613], [-4.93485, 0.30674, -0.94434], [-3.74631, 0.74200, -0.16453], [-1.73260, 0.59174, -2.32333], [-1.51163, 0.69192, -1.39360], [-2.66738, 0.90844, -2.46598], [-1.47785, -1.40302, -4.07178], [-2.04427, -2.11145, -4.37555], [-1.89607, -0.75341, -3.49021], [-0.41102, 0.19252, 3.14272], [0.38092, 0.32674, 3.67710], [-0.43238, -0.76921, 2.96615], [1.24720, 1.03266, -5.00436], [0.66583, 1.65298, -4.54938], [0.70612, 0.23235, -4.99288], [-1.00858, -4.69852, 0.12093], [-0.58504, -3.96266, -0.38329], [-0.31821, -4.87934, 0.77361]]}



{"formula": "C4H7N2O", "method": "ωB97M-V/def2-TZVPD", "relative_energy_ev": 4.245, "lumo_energy_ha": -0.1998, "charge": 1, "max_force_ev_per_a": 5.5, "mol_weight_g_mol": 99.11, "e_homo_ev": -14.744, "total_energy_ev": -9278.54476, "symbols": ["C", "C", "C", "C", "O", "N", "N", "H", "H", "H", "H", "H", "H", "H"], "coordinates": [[1.20030, 1.30005, -0.04468], [0.27404, 0.12932, 0.33165], [-0.60413, 0.13660, 1.35770], [-1.43465, -1.02050, 1.22628], [-1.41599, -1.65942, 0.18834], [0.19852, -0.83718, -0.56187], [0.14356, -0.73381, -1.78721], [0.72815, 2.07331, -0.75734], [1.15007, 1.86073, 0.90646], [2.18519, 0.98862, -0.14743], [-0.56656, 0.92705, 2.07528], [-1.97656, -1.50523, 2.07157], [-0.34555, -0.05753, -2.46586], [0.46362, -1.60199, -2.39289]]}



{"formula": "C37H49BIrN5OSi", "method": "ωB97M-V/def2-TZVPD", "relative_energy_ev": 0.000, "lumo_energy_ha": [-0.1011, -0.2020], "charge": 1, "max_force_ev_per_a": 4.8, "spin_multiplicity": 6, "mol_weight_g_mol": 810.95, "s_squared": 8.850, "e_homo_ev": [-9.531, -10.805], "total_energy_ev": -60044.70045, "symbols": ["Ir", "B", "N", "C", "C", "C", "N", "N", "C", "C", "C", "N", "H", "H", "H", "H", "H", "H", "H", "H", "C", "C", "C", "C", "C", "C", "C", "C", "N", "C", "C", "C", "C", "C", "C", "C", "C", "C", "C", "H", "H", "H", "H", "H", "H", "H", "H", "H", "H", "H", "H", "H", "H", "H", "H", "H", "H", "H", "H", "H", "H", "H", "H", "C", "C", "O", "C", "C", "C", "C", "C", "C", "H", "H", "H", "H", "H", "H", "H", "H", "C", "Si", "C", "C", "C", "C", "H", "H", "H", "H", "H", "H", "H", "H", "H"], "coordinates": [[-0.35103, -0.33079, 0.64806], [-1.93800, -2.77965, 2.83585], [-1.19066, -1.58146, 3.24521], [-0.98895, -1.34228, 4.57227], [-0.03923, -0.33472, 4.71108], [0.33969, 0.01856, 3.40158], [-0.34435, -0.74243, 2.53795], [-2.01626, -2.90998, 1.37270], [-2.75875, -3.88541, 0.76633], [-2.58252, -3.77878, -0.61321], [-1.69124, -2.68849, -0.78380], [-1.34822, -2.19391, 0.41197], [-1.35933, -3.76376, 3.30126], [-3.07539, -2.68853, 3.27806], [-1.59712, -1.84511, 5.29558], [0.42763, 0.09686, 5.59229], [1.06887, 0.73602, 3.07108], [-3.33062, -4.57982, 1.34556], [-2.99592, -4.38346, -1.40544], [-1.27756, -2.24071, -1.67076], [5.90262, 1.63381, 2.20501], [4.44259, 1.72161, 1.92245], [3.72442, 2.79766, 2.44685], [2.38154, 2.92177, 2.15507], [1.53228, 4.01043, 2.74569], [1.77279, 1.99727, 1.31788], [2.41344, 0.77403, 0.87268], [3.82217, 0.74910, 1.14192], [1.70051, -0.28441, 0.33315], [2.36748, -1.36718, -0.57446], [3.24255, -2.31711, 0.27358], [3.88186, -3.40893, -0.59766], [4.74758, -2.73381, -1.68555], [3.89957, -1.77252, -2.55893], [2.84459, -2.61903, -3.29059], [1.95637, -3.33539, -2.22194], [2.83441, -4.27346, -1.33756], [1.35329, -2.26603, -1.28134], [3.24979, -0.70509, -1.64891], [6.18855, 2.45520, 2.86054], [6.51458, 1.70756, 1.26321], [6.19939, 0.68593, 2.67448], [4.27259, 3.54491, 3.01287], [2.12768, 4.91499, 2.99344], [1.06642, 3.68124, 3.71519], [0.72034, 4.25496, 2.05041], [0.75709, 2.21931, 1.00123], [4.42700, -0.03322, 0.71424], [2.57932, -2.76635, 1.04706], [4.03368, -1.77171, 0.80865], [4.49671, -4.08485, 0.02975], [5.13945, -3.54401, -2.33795], [5.63153, -2.22020, -1.22614], [4.55919, -1.25387, -3.28731], [3.32555, -3.36030, -3.96700], [2.21902, -1.96749, -3.94871], [1.16834, -3.92388, -2.71695], [3.36583, -5.00677, -1.96685], [2.20578, -4.83743, -0.61270], [0.80105, -2.81645, -0.50303], [0.62960, -1.63152, -1.83815], [2.63171, -0.04164, -2.26715], [4.06035, -0.10377, -1.21068], [-1.32043, 0.03361, -4.12062], [-1.69138, 0.12954, -2.64549], [-0.77013, 0.14753, -1.75223], [-3.15479, 0.20791, -2.38883], [-3.70506, -0.12147, -1.12544], [-5.06607, 0.03597, -0.89642], [-5.92338, 0.41585, -1.90851], [-5.41661, 0.67937, -3.17910], [-4.06601, 0.57654, -3.41238], [-0.25945, -0.20233, -4.23899], [-1.55841, 1.00056, -4.62942], [-1.97119, -0.70878, -4.63457], [-3.07995, -0.41534, -0.30656], [-5.42629, -0.11169, 0.09936], [-6.97572, 0.46640, -1.71355], [-6.08671, 0.99591, -3.96502], [-3.69493, 0.78645, -4.39611], [-2.94910, 4.95598, 1.95977], [-3.09727, 3.76223, 0.49682], [-4.95079, 3.50648, 0.40268], [-2.71545, 4.78411, -1.04169], [-2.10483, 2.29142, 0.62486], [-1.41595, 1.21919, 0.64178], [-3.65357, 5.81097, 1.79861], [-1.92575, 5.39531, 2.02767], [-3.17525, 4.49732, 2.93959], [-5.49017, 4.48610, 0.38827], [-5.34914, 2.90353, 1.24755], [-5.24740, 2.97884, -0.53983], [-3.30154, 5.72833, -1.03809], [-2.95850, 4.27890, -2.01340], [-1.64046, 5.07979, -1.10017]]}